# 1
Here is C13H15N3O5S in the gas phase in a non-equilibrium geometry from the Open Molecules 2025 dataset. Energies are from wB97M-V/def2-TZVPD.

```
37
Properties=species:S:1:pos:R:3:forces:R:3
C -3.960829 -3.004688 -0.390034 2.289 3.597 -7.714
O -4.200640 -1.701646 -0.122801 -2.972 -2.107 0.595
C -3.263333 -0.934443 -0.356928 -5.793 9.491 5.200
C -2.063564 -1.110608 -0.656043 0.547 8.532 2.982
C -1.142843 -0.162891 -0.622139 5.246 7.141 -3.209
C -1.358453 1.289773 -0.509182 -1.515 -4.419 0.474
C -0.351312 2.343655 -0.634036 1.468 -7.905 4.545
O -0.658663 3.412277 -0.851202 -0.244 6.673 -1.985
N 0.993951 1.905809 -0.073608 -3.227 5.166 -4.854
C 1.381580 1.051729 0.843071 5.214 1.009 -3.943
S 0.472392 0.492611 1.939817 -2.629 -2.266 4.026
N 2.835647 0.919585 0.599738 -5.808 -3.911 7.873
C 3.351361 -0.030097 1.722217 1.658 1.416 -7.121
C 3.592501 -1.306532 1.067365 2.274 -0.929 -2.711
O 4.452852 -1.132817 -0.052025 1.728 0.818 -2.919
C 3.876313 -0.164046 -1.385471 -4.047 -7.188 6.819
C 3.554773 0.846419 -0.518090 1.232 11.301 -3.392
C -2.664238 1.589668 -0.028159 0.958 0.471 0.852
C -3.534677 0.524599 0.169230 -0.505 1.798 -0.883
N -4.923251 1.147185 0.717955 1.741 -13.225 -1.245
O -5.207520 2.233066 0.659243 -1.962 4.285 0.526
O -5.607940 -0.101838 0.938096 0.884 6.570 0.185
H -3.618165 -3.092333 -1.542915 -1.217 0.108 1.751
H -4.783233 -3.441355 -0.300975 -6.736 -4.256 0.969
H -3.181027 -3.441323 -0.051816 5.198 -2.567 3.838
H -1.715130 -1.817725 -0.992783 5.524 -13.718 -5.681
H -0.108992 -0.344742 -1.175802 -2.025 -0.207 1.642
H 1.574426 2.702319 -0.358724 0.546 -0.905 0.431
H 2.672081 -0.246037 2.363590 -3.856 0.116 5.109
H 4.276107 0.374238 1.813249 2.789 1.140 2.095
H 4.277685 -1.937068 1.629670 -0.769 -0.549 0.718
H 2.786534 -1.793821 0.574147 -1.659 -0.762 0.888
H 4.651209 -0.186239 -1.989855 3.244 0.191 -3.082
H 2.981359 -0.837854 -1.434512 0.751 0.610 -1.615
H 3.064174 1.804522 -1.285409 1.203 -2.263 1.610
H 4.393553 1.490991 -0.103460 0.596 -1.130 -1.622
H -2.844690 2.659656 0.398572 -0.124 -2.126 -1.148
```
Positions in Å, forces in eV/Å.

Summary:
- Frontier orbital gap: 8.01 eV
- ΔE to the lowest compared entry with this formula, charge and spin: 405.3 kcal per mole
- SMILES string: COc1ccc(C(=O)NC(=S)N2CCOCC2)cc1[N+](=O)[O-]
- Maximum force: 15.84 eV Å⁻¹

---

# 2
Here is a molecular structure, C5H18BF4N6O5Zn in a non-equilibrium geometry from the Open Molecules 2025 dataset. Energies are from wB97M-V/def2-TZVPD.

```
40
Properties=species:S:1:pos:R:3:forces:R:3
Zn -0.384571 -0.328706 0.069619 0.849 1.151 -0.247
B -1.206807 0.766248 -2.944497 -0.264 -1.069 -1.407
F -0.658047 2.013164 -2.547904 -0.207 -0.168 -0.544
F -0.254624 0.115602 -3.737080 -0.316 0.235 0.309
F -1.427332 -0.050635 -1.781659 -0.053 -0.033 0.619
F -2.421979 0.937199 -3.570052 0.432 0.135 0.247
C 1.333129 -0.982304 2.860982 0.587 0.339 0.288
O 0.795312 -0.604928 1.814660 -0.057 -0.370 0.351
N 0.844966 -0.667375 4.089204 -0.446 -0.001 -0.982
N 2.489142 -1.689124 2.861192 0.177 -0.280 -0.778
H 0.134639 0.044483 4.054133 0.002 -0.105 0.492
H 1.363637 -0.879611 4.916486 -0.055 0.186 0.280
H 3.044153 -1.901292 3.667046 -0.175 0.123 0.309
H 2.966288 -1.779117 1.979791 -0.176 -0.031 -0.013
C -1.140848 2.707315 0.592537 0.137 -0.230 0.059
O -0.776095 1.514384 0.668131 -0.303 0.276 0.351
N -1.290470 3.354088 -0.562057 -0.400 0.411 0.480
N -1.369448 3.396394 1.734566 -0.083 0.090 -0.264
H -1.235981 2.842093 -1.437603 0.019 0.145 0.298
H -1.668494 4.282959 -0.570114 -0.009 0.091 0.019
H -1.189742 2.951241 2.611519 -0.004 0.002 0.083
H -1.678024 4.349228 1.698344 0.036 0.057 0.213
C 2.074323 0.577372 -1.799864 -0.214 -0.529 -0.467
O 1.297880 0.207618 -0.899154 0.518 0.157 -0.219
N 1.949560 1.731060 -2.474045 0.296 -0.081 0.439
N 3.104719 -0.228706 -2.175587 -0.048 0.328 0.332
H 1.015958 2.108732 -2.576302 0.289 0.072 0.076
H 2.670870 1.987025 -3.119933 -0.065 0.063 -0.210
H 3.577185 -0.086642 -3.047240 0.107 -0.071 -0.027
H 3.266532 -1.064939 -1.650326 0.039 -0.067 -0.034
C -2.005328 -2.612513 0.739505 -0.146 -0.417 0.325
C -1.321817 -2.957878 -0.562215 -0.121 -0.115 0.134
O -0.041505 -2.296365 -0.537853 -0.685 -0.498 0.022
O -2.056842 -1.177880 0.931660 -0.064 -1.061 -0.351
H -1.449359 -3.059677 1.567888 -0.009 0.096 0.017
H -3.024271 -3.000439 0.752684 0.059 -0.092 -0.125
H -1.931455 -2.660518 -1.418198 0.263 0.252 -0.054
H -1.143898 -4.032211 -0.620295 -0.247 -0.029 0.146
H 0.573459 -2.817593 -1.059533 0.237 0.447 -0.166
H -2.824834 -1.007735 1.481564 0.099 0.587 -0.002
```
Positions in Å, forces in eV/Å.

Summary:
- Charge: +1
- Frontier orbital gap: 10.34 eV
- ΔE to the lowest compared entry with this formula, charge and spin: 0.5 kcal per mole
- Maximum force: 1.79 eV Å⁻¹

---

# 3
Here is a molecular structure, C29H21IN4SV in a non-equilibrium geometry from the Open Molecules 2025 dataset. Energies are from wB97M-V/def2-TZVPD.

```
57
Properties=species:S:1:pos:R:3:forces:R:3
V -0.032196 0.207066 0.424667 0.843 0.120 0.690
C 2.421991 3.998231 -1.647291 0.046 0.014 -0.005
C 2.624153 3.379836 -2.870313 -0.002 0.037 -0.037
C 2.566943 1.996339 -2.947640 0.029 0.016 -0.043
C 2.302437 1.291298 -1.783798 -0.246 -0.153 0.022
N 2.070435 1.880416 -0.614821 -0.148 0.176 0.003
C 2.138686 3.204426 -0.544246 0.053 -0.035 -0.030
C 2.276123 -0.191444 -1.707939 0.024 0.036 0.083
C 3.037230 -0.946689 -2.582739 0.040 -0.036 -0.078
C 3.203955 -2.296024 -2.341024 0.040 -0.038 -0.011
C 2.694198 -2.826472 -1.171110 0.066 -0.095 -0.065
C 1.948148 -2.019611 -0.330698 -0.116 0.106 0.183
N 1.642260 -0.744676 -0.651578 0.136 -0.170 -0.233
C 1.556527 -2.466784 1.034333 0.020 0.101 -0.030
C 1.806830 -3.742260 1.512050 0.010 -0.112 0.038
C 1.446024 -4.050477 2.813685 0.029 -0.050 0.008
C 0.861533 -3.075390 3.601637 -0.012 -0.016 0.023
C 0.639894 -1.827930 3.045689 -0.056 0.035 -0.052
N 0.977488 -1.534425 1.793562 -0.008 0.147 -0.381
H 2.477404 5.073527 -1.544713 -0.011 -0.023 -0.008
H 2.821055 3.965659 -3.759049 -0.003 -0.006 0.025
H 2.695126 1.493024 -3.896677 0.023 0.007 0.039
H 1.954368 3.638488 0.433590 0.011 -0.021 -0.020
H 3.542785 -0.466741 -3.407490 -0.017 -0.015 -0.007
H 3.794042 -2.908213 -3.010982 -0.032 0.015 0.015
H 2.911078 -3.847584 -0.899723 0.000 0.005 -0.014
H 2.263437 -4.499125 0.892190 0.005 0.018 0.001
H 1.623751 -5.044026 3.204638 0.002 0.027 -0.005
H 0.574843 -3.271944 4.625790 0.004 0.013 -0.040
H 0.164736 -1.034110 3.607980 0.031 -0.004 0.003
S -4.099575 1.408613 1.755675 -0.251 -0.015 0.081
C -3.374935 2.658715 0.763264 0.025 -0.111 0.037
C -3.952786 3.724771 0.045324 -0.008 0.123 -0.243
C -3.214274 4.205097 -1.080495 -0.189 -0.093 0.213
C -1.991426 3.732919 -1.445692 0.150 -0.067 -0.005
C -1.228093 2.744522 -0.606556 0.089 -0.068 -0.147
C -2.095414 2.275590 0.484544 0.148 -0.043 0.043
N -1.738378 1.073817 0.980904 -0.401 0.295 0.123
C -2.696991 0.436920 1.602720 0.009 -0.114 -0.085
C -2.489886 -1.013957 1.595667 0.035 0.121 -0.053
C -3.344617 -1.962645 2.132133 -0.113 -0.032 0.013
C -3.182953 -3.295345 1.775774 -0.004 0.024 0.015
C -2.197866 -3.647866 0.864450 0.004 0.025 0.003
C -1.317911 -2.688302 0.367096 -0.069 0.049 0.010
C -1.410744 -1.353861 0.746378 -0.198 -0.273 -0.183
H -4.954424 4.079334 0.238918 0.039 0.009 0.021
H -3.684215 4.962665 -1.695085 0.003 -0.007 0.010
H -1.506403 4.124882 -2.332418 -0.028 -0.023 0.030
H -0.343695 3.255376 -0.202687 0.009 0.013 0.009
H -4.156049 -1.661276 2.785266 0.026 -0.033 -0.001
H -3.849202 -4.049378 2.174444 0.013 0.031 0.000
H -2.112718 -4.676721 0.535538 0.003 0.027 0.014
H -0.557011 -3.008118 -0.336021 -0.018 -0.002 -0.003
I 0.944306 1.577887 2.484098 -0.126 0.035 -0.085
C -0.751293 1.384242 -1.233499 0.009 0.071 0.132
H -0.068830 1.525969 -2.064547 0.116 -0.007 -0.061
H -1.629902 0.851763 -1.613174 -0.031 -0.034 0.035
```
Positions in Å, forces in eV/Å.

Summary:
- Charge: +1
- Frontier orbital gap (alpha / beta): 5.09 / 7.23 eV
- Spin multiplicity: 3
- Expectation value of S²: 2.08
- Maximum force: 1.10 eV Å⁻¹

---

# 4
Here is 4 unconnected molecules or ions with the total composition C15H26N4O5 in a non-equilibrium geometry from the Open Molecules 2025 dataset. Energies are from wB97M-V/def2-TZVPD.

```
50
Properties=species:S:1:pos:R:3:forces:R:3
O -4.965069 4.124295 3.334389 0.576 -1.649 3.868
N -4.794109 3.895290 4.614400 -2.570 5.170 -3.820
O -5.415833 4.673348 5.418770 2.131 -3.388 -1.099
C -3.724844 3.041542 4.921425 4.823 -4.122 3.043
C -3.358101 2.818111 6.423104 4.242 -1.943 -2.313
C -2.041255 2.055323 6.736632 -1.875 1.443 -5.062
C -1.163538 1.581936 5.611355 -5.036 2.509 4.251
C -1.550312 1.647489 4.374081 -6.561 3.004 -6.588
C -2.818729 2.295515 3.849695 1.568 1.926 13.475
H -3.815336 3.202950 7.340006 -0.435 0.150 -0.930
H -1.581224 1.915226 7.678578 -0.418 0.176 1.187
H -0.269201 1.176839 5.658531 4.308 -1.904 1.648
H -1.154280 1.422707 3.419066 1.947 -1.223 -0.118
H -3.296709 2.311945 3.043783 -2.731 -0.169 -7.640
C -0.557924 -2.376526 -3.070149 -8.559 3.466 3.227
N -1.556165 -1.857292 -4.004314 1.955 0.703 0.185
C -2.301710 -0.689627 -3.642627 -0.785 2.280 1.647
C -1.888979 -2.449988 -5.139453 0.249 -2.781 0.745
O -2.817006 -2.131234 -5.825406 -0.777 0.677 -1.381
H -1.165952 -2.935611 -2.255317 0.952 1.201 -0.598
H -0.054678 -1.569161 -2.698991 1.452 1.866 1.296
H 0.028409 -3.045432 -3.324589 5.618 -6.097 -3.708
H -2.222205 0.246052 -4.394058 -0.501 -2.523 1.440
H -1.965019 -0.255160 -2.610868 -0.256 -0.980 -1.833
H -3.338064 -1.095462 -3.427579 0.686 1.310 -0.706
H -1.373406 -3.459153 -5.234977 0.015 0.879 -0.381
C 1.002243 0.721169 -0.148732 -2.517 -4.397 -5.784
N -0.366931 0.311444 0.174452 0.433 2.312 0.524
C -0.662943 -1.048779 0.445354 1.206 -1.011 -1.577
C -1.276455 1.337236 0.212137 -3.638 -1.083 2.934
O -2.513143 1.227407 0.516269 3.463 -0.281 -1.310
H 1.511886 -0.170406 -0.649598 -0.266 0.570 1.475
H 1.523573 1.097303 0.601887 2.344 2.138 2.988
H 0.857383 1.170756 -1.132015 0.718 1.638 0.559
H -0.104826 -1.604789 1.201897 0.119 0.779 0.354
H -0.528225 -1.622025 -0.471559 0.395 -0.140 -0.147
H -1.672943 -1.117833 0.568843 -2.817 -0.204 1.037
H -0.901035 2.369582 0.283205 0.632 -0.314 -0.923
C 6.252561 -2.083846 -1.888261 0.352 4.500 1.170
N 5.021206 -1.438173 -2.306070 0.560 -4.028 2.105
C 5.107859 -0.268558 -3.082351 -1.923 1.350 0.336
C 3.899817 -2.098594 -2.005905 -3.536 2.376 -1.039
O 2.822404 -1.467432 -2.260346 1.510 -2.555 0.928
H 6.561338 -2.686995 -2.600923 1.848 -2.765 -3.856
H 6.289550 -2.696040 -1.035227 -0.774 -0.193 1.649
H 6.967632 -1.228110 -1.805200 -0.105 -1.035 0.316
H 5.126515 0.601481 -2.311876 -0.385 -0.778 -2.054
H 4.317737 -0.331557 -3.902321 0.522 0.851 1.591
H 5.999815 -0.334065 -3.630334 1.584 0.300 -0.496
H 3.926221 -3.183097 -1.568811 0.258 1.989 -0.617
```
Positions in Å, forces in eV/Å.

Summary:
- Frontier orbital gap: 7.81 eV
- ΔE to the lowest compared entry with this formula, charge and spin: 197.8 kcal per mole
- SMILES string: O=[N+]([O-])c1ccccc1.CN(C)C=O.CN(C)C=O.CN(C)C=O
- Maximum force: 13.70 eV Å⁻¹